Entry from the OMol25 dataset: a cluster of 11 separate species, C52H116N4O7 in total at a distorted geometry (ωB97M-V with the def2-TZVPD basis set).

Its energy relative to the best compared isomer or geometry (same formula, charge and spin) is 46.67 kcal per mole. The calculation puts the LUMO energy at 0.513 eV. Its structure (SMILES) is CCN(CC)CC.CCN(CC)CC.CCN(CC)CC.CCN(CC)CC.C1CCOC1.C1CCOC1.C1CCOC1.C1CCOC1.C1CCOC1.C1CCOC1.C1CCOC1. For the highest occupied orbital energy, the calculation gives -8.262 eV.

The geometry in ORCA input format:
```
! RIJCOSX wB97M-V def2-TZVPD def2/J DEFGRID3
* xyz 0 1
C -0.933 -5.540 -2.225
C -0.204 -4.410 -1.511
C 0.483 -5.172 -0.437
O -0.572 -6.055 0.019
C -1.370 -6.467 -1.077
H -0.269 -6.180 -2.807
H -1.773 -5.190 -2.825
H -0.926 -3.746 -1.036
H 0.376 -3.847 -2.243
H 0.728 -4.532 0.410
H 1.312 -5.809 -0.745
H -2.428 -6.345 -0.845
H -1.211 -7.521 -1.305
C -2.970 -0.800 -3.388
C -2.435 -1.938 -4.233
C -3.568 -2.979 -4.221
O -4.750 -2.083 -4.170
C -4.538 -0.822 -3.546
H -2.612 0.175 -3.717
H -2.755 -0.877 -2.322
H -1.485 -2.318 -3.857
H -2.309 -1.601 -5.262
H -3.537 -3.592 -3.320
H -3.598 -3.663 -5.069
H -4.950 -0.872 -2.539
H -4.997 -0.001 -4.096
C -1.375 3.440 4.664
C -1.249 4.878 5.105
C 0.221 5.245 5.291
O 0.835 4.048 4.716
C -0.015 3.269 3.930
H -2.224 3.131 4.055
H -1.306 2.767 5.519
H -1.761 5.129 6.034
H -1.665 5.512 4.322
H 0.484 5.325 6.346
H 0.486 6.107 4.678
H 0.440 2.280 3.860
H 0.049 3.618 2.899
C 6.090 1.122 2.463
C 5.047 1.515 3.431
C 3.865 1.922 2.599
O 4.136 1.424 1.252
C 5.243 0.537 1.321
H 6.955 0.589 2.858
H 6.599 2.019 2.111
H 5.293 2.352 4.084
H 4.733 0.657 4.025
H 3.919 3.011 2.581
H 2.925 1.586 3.037
H 5.763 0.421 0.370
H 4.916 -0.463 1.608
C -5.829 0.969 2.012
C -5.070 -0.265 2.282
C -4.349 0.059 3.529
O -4.194 1.455 3.495
C -4.761 1.975 2.321
H -6.692 1.154 2.653
H -6.285 0.993 1.023
H -4.371 -0.414 1.458
H -5.760 -1.105 2.361
H -3.399 -0.476 3.523
H -4.910 -0.256 4.408
H -4.136 2.104 1.437
H -5.199 2.968 2.427
C -1.280 0.404 0.088
C -0.003 -0.363 -0.060
C 1.060 0.479 0.646
O 0.353 1.158 1.676
C -0.956 1.404 1.202
H -2.074 -0.261 0.429
H -1.541 0.916 -0.838
H 0.188 -0.609 -1.105
H -0.125 -1.320 0.448
H 1.544 1.196 -0.017
H 1.814 -0.150 1.120
H -0.976 2.414 0.790
H -1.689 1.365 2.007
C 2.961 6.590 1.132
C 1.978 5.534 1.616
C 1.522 4.899 0.321
O 1.413 6.049 -0.529
C 2.597 6.843 -0.348
H 3.974 6.192 1.185
H 2.946 7.508 1.719
H 1.154 5.962 2.187
H 2.529 4.842 2.254
H 0.551 4.417 0.439
H 2.176 4.139 -0.106
H 2.432 7.902 -0.545
H 3.320 6.582 -1.121
C 2.053 -3.444 -6.456
C 0.991 -2.371 -6.547
N 1.555 -1.006 -6.534
C 2.107 -0.680 -5.177
C 1.221 -0.651 -3.983
C 0.587 0.010 -7.037
C 1.135 1.443 -7.138
H 2.707 -3.359 -7.324
H 1.495 -4.381 -6.457
H 2.664 -3.346 -5.559
H 0.480 -2.465 -7.505
H 0.215 -2.389 -5.782
H 2.643 0.269 -5.174
H 2.956 -1.348 -5.030
H 0.449 0.082 -4.219
H 1.899 -0.226 -3.243
H 0.854 -1.619 -3.642
H 0.232 -0.282 -8.025
H -0.328 0.021 -6.444
H 1.097 1.974 -6.186
H 2.176 1.408 -7.460
H 0.604 2.005 -7.906
C 5.252 -6.211 0.268
C 5.864 -4.957 -0.444
N 5.017 -4.365 -1.488
C 5.803 -3.374 -2.174
C 5.053 -3.006 -3.480
C 3.648 -3.967 -1.056
C 3.410 -2.853 -0.018
H 4.430 -5.823 0.871
H 5.978 -6.732 0.891
H 4.853 -6.866 -0.507
H 6.080 -4.288 0.389
H 6.814 -5.280 -0.870
H 5.912 -2.508 -1.521
H 6.818 -3.723 -2.365
H 4.146 -2.407 -3.392
H 5.648 -2.388 -4.153
H 4.709 -3.791 -4.153
H 3.201 -4.865 -0.630
H 3.016 -3.750 -1.917
H 2.369 -2.752 0.286
H 3.697 -1.891 -0.443
H 3.990 -3.103 0.870
C -6.190 5.344 -1.672
C -5.839 4.454 -0.424
N -4.390 4.325 -0.127
C -3.688 3.790 -1.325
C -4.145 2.358 -1.765
C -3.815 5.519 0.460
C -2.452 5.217 1.095
H -5.570 6.231 -1.801
H -7.209 5.728 -1.729
H -6.135 4.725 -2.568
H -6.487 4.732 0.407
H -6.204 3.456 -0.666
H -3.726 4.448 -2.194
H -2.628 3.773 -1.070
H -3.524 1.929 -2.551
H -4.001 1.652 -0.948
H -5.155 2.419 -2.169
H -4.493 5.867 1.240
H -3.707 6.272 -0.321
H -1.617 4.830 0.511
H -2.617 4.592 1.973
H -2.046 6.169 1.440
C 0.181 -0.873 3.954
C 0.664 -2.354 3.871
N -0.290 -3.365 4.385
C -0.472 -3.311 5.849
C 0.743 -3.288 6.769
C -1.666 -3.268 3.859
C -1.689 -3.691 2.372
H 1.035 -0.245 3.701
H -0.148 -0.732 4.984
H -0.583 -0.634 3.214
H 1.043 -2.610 2.881
H 1.572 -2.447 4.468
H -1.166 -2.503 6.080
H -1.009 -4.236 6.062
H 1.402 -4.137 6.583
H 1.272 -2.344 6.640
H 0.502 -3.359 7.830
H -2.019 -2.243 3.966
H -2.351 -3.973 4.331
H -1.143 -2.964 1.770
H -2.675 -3.913 1.965
H -1.089 -4.589 2.228
*
```

Atom charges from the Löwdin analysis, given in e for atoms 1 to 5: atom 1 (C): -0.157, atom 2 (C): -0.175, atom 3 (C): -0.200, atom 4 (O): -0.150, atom 5 (C): -0.199